<one>
Molecular formula: C47H50Cl3N6O7SiSr
Method: DFT, wB97M-V/def2-TZVPD

Computed properties:
highest occupied orbital energy: -4.418 eV
HOMO-LUMO gap: 6.46 eV
total charge: -1
spin multiplicity: 1
LUMO level: 2.044 eV

Each line ends with the Mulliken charge.
Element x y z (Å)
Sr -14.12 5.45 22.48  1.22
C -13.63 5.20 26.48  -0.91
C -12.32 4.82 25.80  -0.51
O -12.54 3.90 24.76  0.44
C -12.99 2.60 25.04  -0.59
C -13.48 2.00 23.75  -0.44
O -14.58 2.78 23.32  0.67
C -15.84 2.16 23.63  -1.20
C -16.92 3.18 23.40  -0.03
O -16.75 4.46 24.01  0.00
C -16.75 4.46 25.43  -0.47
C -15.91 5.62 25.86  -0.97
O -14.57 5.39 25.49  0.70
H -13.94 4.36 27.17  0.39
H -13.49 6.12 27.09  0.40
H -11.83 5.71 25.33  -0.15
H -11.58 4.41 26.49  0.34
H -12.18 2.00 25.49  0.43
H -13.84 2.62 25.72  0.25
H -12.69 2.04 22.98  -0.34
H -13.79 0.95 23.81  0.42
H -15.96 1.33 22.91  0.45
H -15.81 1.66 24.62  0.43
H -16.97 3.35 22.33  -0.46
H -17.87 2.74 23.71  0.37
H -17.78 4.57 25.78  0.42
H -16.31 3.54 25.80  0.28
H -16.25 6.54 25.41  0.19
H -15.97 5.75 26.95  0.40
C -18.39 6.18 14.09  -0.79
O -19.37 5.55 14.85  -0.42
C -19.92 6.20 15.91  0.91
C -21.09 5.64 16.42  -0.62
C -21.60 6.11 17.64  -0.11
C -20.95 7.05 18.39  -0.17
C -19.88 7.71 17.77  -0.10
C -19.36 7.29 16.58  -0.57
N -21.51 7.53 19.66  -0.72
N -20.81 7.59 20.68  -0.34
C -19.56 6.90 20.65  0.23
C -19.45 5.57 20.34  -0.25
C -18.25 4.84 20.54  -0.54
C -17.03 5.44 20.91  -0.48
O -15.90 4.82 21.02  0.02
C -17.14 6.84 21.25  -0.71
N -15.99 7.46 21.62  0.31
C -16.03 8.70 21.99  -0.66
C -17.22 9.47 22.04  -1.04
C -18.38 8.90 21.58  -0.87
C -18.38 7.54 21.19  1.26
H -18.05 5.49 13.33  0.27
H -17.44 6.43 14.63  0.25
H -18.70 7.07 13.57  0.36
H -21.56 4.84 15.85  0.39
H -22.49 5.66 18.06  0.42
H -19.37 8.55 18.26  0.36
H -18.41 7.76 16.25  0.20
H -20.37 4.99 20.02  0.31
H -18.21 3.76 20.40  0.52
H -15.09 9.16 22.27  0.64
H -17.08 10.49 22.43  0.41
H -19.30 9.47 21.54  0.48
C -6.76 5.02 21.01  -1.44
C -6.99 6.50 20.97  0.26
C -6.04 7.46 20.63  -0.52
C -6.34 8.82 20.47  -0.87
C -7.60 9.23 20.65  -0.86
C -8.61 8.34 21.02  -0.38
C -8.29 7.00 21.23  0.85
N -9.29 6.07 21.62  0.39
C -10.51 6.24 22.24  -1.29
N -10.60 7.42 22.94  0.43
C -11.64 8.01 23.73  -1.48
C -12.96 7.57 23.68  1.45
C -13.81 8.29 24.52  -0.46
C -13.46 9.42 25.28  -1.68
C -12.12 9.82 25.25  -0.89
C -11.20 9.13 24.48  1.16
C -9.73 9.60 24.48  -1.47
N -11.46 5.36 22.05  1.58
C -11.08 4.18 21.36  -0.88
C -10.42 3.17 22.11  -0.34
C -9.89 2.06 21.46  -1.01
C -9.92 2.03 20.05  -0.90
C -10.57 3.03 19.35  -0.72
C -11.16 4.11 19.99  1.52
C -11.83 5.21 19.24  -1.12
H -5.80 4.67 20.66  0.42
H -7.51 4.50 20.39  0.29
H -6.83 4.54 22.00  0.34
H -5.06 7.03 20.38  0.34
H -5.55 9.47 20.17  0.41
H -7.92 10.24 20.43  0.41
H -9.60 8.69 21.17  0.85
H -9.04 5.09 21.49  -0.37
H -9.69 7.79 23.12  -0.03
H -14.85 8.00 24.58  0.66
H -14.22 9.97 25.80  0.47
H -11.82 10.75 25.75  0.27
H -9.60 10.32 25.30  0.39
H -9.42 10.05 23.53  0.28
H -8.99 8.81 24.56  0.39
H -10.40 3.26 23.20  0.56
H -9.48 1.21 21.97  0.47
H -9.51 1.20 19.47  0.35
H -10.55 2.93 18.30  0.46
H -11.78 5.07 18.16  0.43
H -11.40 6.20 19.42  0.21
H -12.92 5.26 19.51  -0.05
O -14.10 8.83 17.52  -0.13
C -14.77 8.49 16.68  0.13
Cl -13.79 2.28 17.75  -0.48
Si -13.99 2.14 19.97  0.78
Cl -15.90 1.15 20.02  -0.43
Cl -12.78 0.25 20.28  -0.45

***

<two>
Molecular formula: C47H50Cl3N6O7SiSr
Method: DFT, wB97M-V/def2-TZVPD

Computed properties:
highest occupied orbital energy: -4.688 eV
HOMO-LUMO gap: 6.31 eV
total charge: -1
spin multiplicity: 1
LUMO level: 1.626 eV

Each line ends with the Mulliken charge.
Element x y z (Å)
Sr -0.13 0.02 0.99  1.15
C -1.31 -1.22 4.22  -0.70
C -2.09 -1.90 3.07  -0.94
O -2.53 -0.90 2.20  0.51
C -3.69 -0.19 2.55  -0.59
C -3.83 0.79 1.40  -0.61
O -2.64 1.56 1.32  0.25
C -2.66 2.65 2.19  -0.79
C -1.24 3.20 2.32  -0.08
O -0.42 2.11 2.88  0.41
C -0.47 1.82 4.22  -0.50
C 0.28 0.51 4.41  -0.81
O -0.24 -0.56 3.68  0.29
H -2.01 -0.47 4.72  0.36
H -1.03 -1.95 5.00  0.41
H -1.43 -2.60 2.56  0.17
H -2.91 -2.50 3.41  0.42
H -4.60 -0.79 2.53  0.43
H -3.49 0.37 3.51  0.21
H -3.92 0.31 0.42  0.01
H -4.74 1.43 1.55  0.40
H -3.22 3.49 1.76  0.53
H -3.09 2.40 3.21  0.36
H -0.81 3.35 1.35  -0.54
H -1.13 4.13 2.93  0.37
H -0.04 2.65 4.86  0.31
H -1.50 1.61 4.57  0.32
H 1.35 0.63 4.01  0.06
H 0.36 0.23 5.48  0.39
C -1.06 -8.52 -3.86  -0.86
O -2.26 -8.69 -3.21  -0.43
C -3.16 -7.63 -3.19  0.90
C -4.33 -7.84 -2.46  -0.63
C -5.17 -6.79 -2.27  -0.20
C -4.88 -5.53 -2.79  -0.39
C -3.79 -5.36 -3.62  0.21
C -2.92 -6.43 -3.84  -0.49
N -5.82 -4.48 -2.50  -0.95
N -5.40 -3.35 -2.19  -0.07
C -4.06 -3.19 -1.68  0.13
C -3.42 -4.08 -0.80  -0.39
C -2.26 -3.76 -0.11  -0.52
C -1.66 -2.48 -0.28  0.46
O -0.60 -2.23 0.40  -0.90
C -2.28 -1.58 -1.20  -1.17
N -1.68 -0.36 -1.38  0.17
C -2.30 0.51 -2.20  -0.01
C -3.52 0.26 -2.82  -1.16
C -4.18 -0.94 -2.60  -0.82
C -3.48 -1.95 -1.88  1.74
H -0.54 -9.44 -3.65  0.25
H -0.48 -7.73 -3.47  0.40
H -1.14 -8.30 -4.97  0.29
H -4.46 -8.84 -2.00  0.32
H -6.04 -6.86 -1.61  0.35
H -3.60 -4.40 -4.13  0.34
H -2.01 -6.22 -4.41  0.32
H -3.79 -5.08 -0.68  0.28
H -1.73 -4.46 0.55  0.49
H -1.76 1.46 -2.43  0.05
H -4.02 0.99 -3.43  0.55
H -5.13 -1.10 -3.04  0.57
C 4.35 4.58 -2.78  -1.70
C 5.22 4.29 -1.58  1.33
C 6.37 5.00 -1.32  -0.72
C 7.07 4.77 -0.14  -0.59
C 6.54 3.90 0.79  -1.16
C 5.38 3.18 0.50  -0.14
C 4.73 3.34 -0.70  -0.08
N 3.53 2.74 -1.06  -0.39
C 2.94 1.69 -0.30  -0.98
N 3.77 0.65 -0.07  -0.22
C 3.59 -0.43 0.87  -0.85
C 2.29 -0.79 1.28  0.66
C 2.32 -1.80 2.25  0.21
C 3.45 -2.34 2.84  -1.20
C 4.71 -2.01 2.38  -0.87
C 4.83 -1.04 1.37  0.84
C 6.26 -0.55 1.12  -1.34
N 1.66 1.77 -0.01  1.09
C 1.08 3.01 -0.28  -1.24
C 0.17 3.03 -1.34  0.50
C -0.52 4.24 -1.61  -1.22
C -0.35 5.38 -0.86  -0.86
C 0.63 5.40 0.13  -0.79
C 1.34 4.18 0.47  1.71
C 2.21 4.09 1.64  -1.59
H 4.90 5.18 -3.51  0.44
H 3.50 5.24 -2.45  0.25
H 4.02 3.65 -3.17  0.40
H 6.75 5.74 -2.05  0.35
H 8.00 5.29 0.02  0.42
H 7.09 3.78 1.75  0.36
H 4.97 2.42 1.19  0.70
H 2.87 3.33 -1.48  0.75
H 4.65 0.76 -0.49  0.44
H 1.37 -2.20 2.58  0.24
H 3.35 -3.14 3.59  0.38
H 5.63 -2.36 2.82  0.38
H 6.94 -1.21 0.51  0.26
H 6.73 -0.51 2.13  0.34
H 6.31 0.40 0.67  0.26
H 0.12 2.12 -1.96  0.74
H -1.16 4.24 -2.45  0.58
H -0.98 6.30 -1.00  0.39
H 0.79 6.31 0.70  0.45
H 1.74 4.50 2.56  0.42
H 3.20 4.60 1.54  0.35
H 2.48 3.03 1.88  0.01
O 4.83 -5.01 0.88  -0.05
C 4.88 -5.46 -0.15  0.04
Cl -5.89 7.05 -3.89  -0.39
Si -4.39 5.52 -4.59  0.10
Cl -5.67 4.44 -5.95  -0.33
Cl -4.48 3.92 -2.84  -0.38

***

Energies relative to the most stable structure are <one> 0.0000; <two> 0.0406, reported in hartree.

***

<one>
Molecular formula: C4H6N3
Method: DFT, wB97M-V/def2-TZVPD

Computed properties:
highest occupied orbital energy (spin up / spin down): -14.030 / -14.029 eV
SMILES: C1=C([NH+]2CC2)N=N1
HOMO-LUMO gap (spin up / spin down): 8.46 / 8.46 eV
total charge: +1
spin multiplicity: 1
LUMO level (spin up / spin down): -5.575 / -5.574 eV

Each line ends with the Mulliken charge.
Element x y z (Å)
C 2.06 1.00 -0.09  -0.24
C 0.90 0.17 0.01  0.19
N -0.48 0.33 -0.23  0.06
C -1.38 -0.73 -0.61  -0.34
C -1.41 -0.31 0.77  -0.27
N 1.94 -0.93 0.50  -0.13
N 2.89 -0.15 0.37  -0.08
H 2.49 1.92 -0.63  0.33
H -0.67 1.22 -0.68  0.34
H -0.91 -1.69 -1.02  0.28
H -2.27 -0.43 -1.08  0.31
H -2.29 0.42 1.04  0.27
H -0.87 -0.82 1.63  0.29

***

<two>
Molecular formula: C4H6N3
Method: DFT, wB97M-V/def2-TZVPD

Computed properties:
highest occupied orbital energy (spin up / spin down): -12.565 / -12.565 eV
HOMO-LUMO gap (spin up / spin down): 8.08 / 8.08 eV
total charge: +1
spin multiplicity: 1
LUMO level (spin up / spin down): -4.482 / -4.481 eV

Each line ends with the Mulliken charge.
Element x y z (Å)
C -3.84 0.47 0.37  -0.12
C -0.93 -1.26 -0.51  -0.26
C 1.16 0.26 -0.63  -0.29
C 0.83 0.19 0.83  -0.36
N -2.93 -0.08 -0.10  -0.20
N -1.76 -0.42 -0.07  0.25
N 0.42 -0.96 -0.14  0.14
H -4.91 0.40 0.40  0.35
H 0.56 0.92 -1.20  0.27
H 2.25 0.15 -1.13  0.28
H 1.59 -0.09 1.51  0.29
H 0.16 0.94 1.21  0.25
H 0.88 -1.90 -0.13  0.40

***

<three>
Molecular formula: C4H6N3
Method: DFT, wB97M-V/def2-TZVPD

Computed properties:
highest occupied orbital energy (spin up / spin down): -15.480 / -15.042 eV
SMILES: C=[N+]1N=NC=C1C
HOMO-LUMO gap (spin up / spin down): 8.34 / 6.35 eV
total charge: +1
spin multiplicity: 1
LUMO level (spin up / spin down): -7.138 / -8.695 eV

Each line ends with the Mulliken charge.
Element x y z (Å)
C 1.39 -1.43 -0.82  -0.12
N 0.55 0.05 -0.78  0.41
N 0.21 0.60 -2.00  -0.34
N -0.85 1.16 -1.81  -0.11
C -1.26 1.13 -0.46  -0.30
C -0.39 0.32 0.16  0.74
C -0.22 0.05 1.58  -1.33
H 1.98 -1.45 -1.80  0.36
H 1.19 -1.96 0.15  0.30
H -2.28 1.55 -0.24  0.37
H 0.87 0.41 1.88  0.33
H -0.25 -1.01 1.89  0.36
H -0.95 0.57 2.26  0.33

***

<four>
Molecular formula: C4H6N3
Method: DFT, wB97M-V/def2-TZVPD

Computed properties:
highest occupied orbital energy: -13.904 eV
HOMO-LUMO gap: 9.70 eV
total charge: +1
spin multiplicity: 1
LUMO level: -4.200 eV

Each line ends with the Mulliken charge.
Element x y z (Å)
C 1.76 -0.99 0.01  0.03
C 0.86 0.05 0.15  -0.53
C -1.55 0.54 0.75  -0.23
C -1.42 0.59 -0.72  -0.37
N 2.81 -0.17 -0.07  0.52
N 3.32 0.75 0.04  -0.25
N -0.51 -0.38 0.04  0.02
H 1.55 -2.04 -0.24  0.31
H -1.11 1.46 1.17  0.25
H -2.39 0.11 1.32  0.30
H -1.84 0.01 -1.49  0.33
H -0.70 1.40 -0.98  0.28
H -0.80 -1.34 0.01  0.34

***

Energies relative to the most stable structure are <one> 0.0330; <two> 0.0298; <three> 0.0090; <four> 0.0000, reported in hartree.

***

<one>
Molecular formula: C4H6N3
Method: DFT, wB97M-V/def2-TZVPD

Computed properties:
highest occupied orbital energy (spin up / spin down): -13.416 / -13.395 eV
SMILES: [H]/N=[NH+]/C=N\C1C=C1
HOMO-LUMO gap (spin up / spin down): 7.27 / 6.98 eV
total charge: +1
spin multiplicity: 1
LUMO level (spin up / spin down): -6.144 / -6.416 eV

Each line ends with the Mulliken charge.
Element x y z (Å)
H -1.71 2.07 0.00  0.28
N -1.13 1.19 0.01  -0.40
N -1.84 0.15 0.00  0.27
C -1.14 -1.11 -0.12  -0.15
N 0.10 -1.33 -0.06  -0.25
C 1.28 -0.90 -0.01  -0.08
C 1.56 0.67 0.51  -0.28
C 1.78 0.63 -0.72  -0.29
H -2.79 0.05 0.28  0.27
H -1.92 -1.86 -0.12  0.36
H 2.11 -1.47 0.35  0.44
H 1.55 1.04 1.54  0.41
H 2.15 0.88 -1.66  0.42

***

<two>
Molecular formula: C4H6N3
Method: DFT, wB97M-V/def2-TZVPD

Computed properties:
highest occupied orbital energy (spin up / spin down): -14.978 / -15.472 eV
HOMO-LUMO gap (spin up / spin down): 6.78 / 7.37 eV
total charge: +1
spin multiplicity: 1
LUMO level (spin up / spin down): -8.197 / -8.100 eV

Each line ends with the Mulliken charge.
Element x y z (Å)
C 1.24 -1.31 -0.94  0.04
C 0.20 0.48 -0.67  0.44
C -0.97 0.09 1.52  -0.89
C -0.08 0.99 0.63  -0.48
N 0.98 -1.28 -2.10  0.29
N -0.04 0.46 -1.92  0.13
N 0.25 -0.46 -2.69  -0.57
H 1.70 -2.07 -0.23  0.38
H -0.47 -0.83 1.40  0.30
H -0.94 0.49 2.51  0.33
H -1.95 0.08 1.08  0.35
H -0.72 1.82 0.26  0.30
H 0.81 1.53 1.15  0.38

***

Energies relative to the most stable structure are <one> 0.0000; <two> 0.0620, reported in hartree.

***

<one>
Molecular formula: C2H5NOS
Method: DFT, wB97M-V/def2-TZVPD

Computed properties:
highest occupied orbital energy: -8.583 eV
HOMO-LUMO gap: 9.22 eV
spin multiplicity: 1
LUMO level: 0.637 eV

Each line ends with the Mulliken charge.
Element x y z (Å)
C 1.21 0.45 -0.66  -0.82
C -0.71 -0.74 1.05  -0.30
N -1.62 -0.24 -0.15  0.02
O -1.71 0.99 -0.39  -0.43
S 0.24 -1.03 -0.48  0.01
H 2.02 0.26 -1.40  0.28
H 1.54 1.01 0.11  0.36
H 0.42 1.11 -1.20  0.28
H -1.14 -1.73 1.28  0.28
H -0.27 -0.09 1.83  0.32

***

<two>
Molecular formula: C2H5NOS
Method: DFT, wB97M-V/def2-TZVPD

Computed properties:
highest occupied orbital energy: -8.946 eV
HOMO-LUMO gap: 8.79 eV
spin multiplicity: 1
LUMO level: -0.152 eV

Each line ends with the Mulliken charge.
Element x y z (Å)
C -1.68 1.17 -0.06  -0.70
C 0.53 -0.50 -0.15  0.02
H -2.50 1.47 1.52  0.17
H -0.85 2.19 -0.38  0.30
H -2.85 1.11 -0.98  0.24
H 1.03 -1.53 -0.29  0.32
H 3.22 0.74 -0.19  0.33
N 1.26 0.50 -0.04  -0.27
O 2.62 0.06 0.13  -0.41
S -1.31 -0.74 0.05  -0.01

***

Energies relative to the most stable structure are <one> 0.0000; <two> 0.1400, reported in hartree.